Here is a 2-piece molecular cluster, C6H14N5O2 overall from OMol25. Energies are from wB97M-V/def2-TZVPD.

Its charge is +1. The calculation puts the HOMO-LUMO gap at 7.27 eV. The calculation puts the total energy at -17984.653 eV. The value obtained for the relative energy (zero: lowest compared OMol25 entry of this formula, charge and spin) is 258.7 kJ/mol.

Structure (XYZ):
```
27
Properties=species:S:1:pos:R:3:nbo_charge:R:1
C -2.21196 0.83722 0.01321 0.6241
C 2.08157 -0.48274 -0.74766 0.5610
C -1.06886 -0.89166 0.86128 -0.0779
C 4.02871 0.77141 0.28275 -0.6436
C -3.26653 -1.39491 -0.29869 -0.4463
C 2.84940 0.58186 -0.62503 -0.3520
N -1.17785 1.40301 0.58597 -0.3836
N -2.25725 -0.49984 0.08657 -0.3923
N -3.24660 1.48821 -0.57582 -0.7632
N -0.43228 0.40217 1.01370 0.1742
N 0.68915 0.55134 1.46014 -0.2856
O 2.21271 -1.62261 0.01333 -0.7134
O 0.94146 -0.53190 -1.54458 -0.6972
H -1.29369 -1.37185 1.91691 0.2484
H -0.43570 -1.64161 0.43873 0.2768
H 4.12607 1.90910 0.29375 0.2328
H 3.95803 0.19074 1.17539 0.2144
H 4.82362 0.41409 -0.30806 0.2382
H -3.03484 -1.90531 -1.31415 0.2267
H -3.33613 -2.22627 0.43670 0.2421
H -4.26033 -1.01636 -0.61206 0.2388
H 2.59916 1.43185 -1.28932 0.2017
H -2.99571 2.44287 -0.57099 0.4346
H -3.93060 0.94089 -1.11348 0.4387
H 1.23340 0.15380 -2.19947 0.4952
H 1.04965 1.55763 1.65470 0.4050
H 2.35540 -1.49114 0.96617 0.5024
```


Here is an isolated ion of composition C6H14N7 and charge +1 from OMol25. Energies are from wB97M-V/def2-TZVPD.

Its charge is +1. The calculation puts the HOMO-LUMO gap at 9.63 eV. The calculation puts the total energy at -16873.415 eV. The value obtained for the relative energy (zero: lowest compared OMol25 entry of this formula, charge and spin) is 0.0 kJ/mol. As for the SMILES: C=Cc1nc(N)[nH][n+]1CC(N)(N)N.

Structure (XYZ):
```
27
Properties=species:S:1:pos:R:3:nbo_charge:R:1
C 3.55139 -1.57643 0.63715 -0.2256
C 2.22875 -1.40183 0.71955 -0.3152
C 1.64752 -0.13577 0.29309 0.4220
N 2.25812 1.04040 0.46112 -0.4807
C 1.42473 1.94380 -0.04796 0.5747
N 1.61769 3.26004 -0.11490 -0.7678
N 0.31456 1.34814 -0.51801 -0.3805
N 0.46095 0.01241 -0.29958 -0.1434
C -0.56353 -0.94236 -0.67282 -0.2520
C -1.95249 -0.56253 -0.08543 0.3911
N -1.93670 -0.12114 1.28027 -0.8476
N -2.73692 -1.78610 -0.11788 -0.8428
N -2.43620 0.55539 -0.89748 -0.8973
H 4.04689 -2.24641 1.32565 0.2238
H 4.12707 -1.05583 -0.11541 0.2160
H 1.58988 -2.20695 1.05811 0.2412
H 2.39655 3.71108 0.33055 0.4399
H 0.97545 3.83515 -0.63018 0.4136
H -0.48111 1.79565 -0.95318 0.4669
H -0.64453 -0.89557 -1.76239 0.2169
H -0.26147 -1.94605 -0.39809 0.2571
H -1.27878 0.61771 1.47474 0.3709
H -1.84501 -0.88858 1.92967 0.3931
H -3.01164 -2.00946 -1.06694 0.3685
H -3.58447 -1.63664 0.41973 0.3841
H -2.71245 0.26126 -1.82461 0.3762
H -3.19424 1.03063 -0.42476 0.3970
```